Model one:
{
  "formula": "C8H13N3O6",
  "method": "the ωB97M-V functional and the def2-TZVPD basis",
  "homo_ev": -9.4,
  "elements": ["C", "C", "C", "C", "C", "C", "C", "C", "H", "H", "H", "H", "H", "H", "H", "H", "H", "H", "H", "H", "H", "N", "N", "N", "O", "O", "O", "O", "O", "O"],
  "positions_angstrom": [[2.01, 0.95, -0.29], [0.65, 0.32, -0.63], [2.52, 0.20, 1.02], [3.44, -0.93, 0.58], [-1.74, 0.36, -0.26], [-2.78, 1.33, 0.38], [-1.71, -1.06, 0.47], [-3.21, -1.66, 0.42], [3.25, 2.90, -0.49], [1.16, 2.75, -0.92], [2.74, 0.70, -1.05], [1.83, -0.22, 1.76], [3.15, 0.82, 1.84], [3.77, -2.28, -1.10], [2.44, -0.93, -1.56], [-0.18, 1.59, 0.63], [-1.80, 0.16, -1.30], [-1.56, -1.04, 1.59], [-0.93, -1.84, -0.05], [-4.65, -1.73, -0.87], [-4.05, 0.48, -0.97], [1.96, 2.39, -0.03], [3.08, -1.50, -0.68], [-0.45, 0.89, -0.12], [0.68, -0.79, -1.18], [4.29, -1.46, 1.25], [-2.45, 1.97, 1.55], [-3.98, -2.16, 1.32], [-3.56, -1.43, -0.95], [-3.93, 1.24, -0.35]],
  "mulliken_charge": [-0.47, 0.39, -0.38, 0.41, -0.06, 0.30, -0.38, 0.44, 0.32, 0.32, 0.62, 0.26, 0.30, 0.24, 0.25, 0.48, 0.34, 0.31, 0.37, 0.39, 0.47, -0.85, -0.39, -0.08, -0.76, -0.62, -0.58, -0.58, -0.56, -0.49]
}



Model two:
{
  "formula": "C8H13N3O6",
  "method": "the ωB97M-V functional and the def2-TZVPD basis",
  "homo_ev": -9.9,
  "smiles": "NC(=O)C[C@H](N)C(=O)N[C@@H](CC(=O)O)C(=O)O",
  "elements": ["C", "C", "C", "C", "C", "C", "C", "C", "H", "H", "H", "H", "H", "H", "H", "H", "H", "H", "H", "H", "H", "N", "N", "N", "O", "O", "O", "O", "O", "O"],
  "positions_angstrom": [[1.68, -0.37, 0.69], [0.19, -0.30, 1.06], [1.94, 0.34, -0.65], [3.37, 0.90, -0.69], [-2.12, -0.70, 0.34], [-2.89, -1.09, -0.96], [-2.85, 0.51, 0.98], [-2.66, 1.82, 0.26], [1.97, -2.23, 1.56], [1.48, -2.37, 0.00], [2.19, 0.07, 1.56], [1.75, -0.32, -1.54], [1.27, 1.20, -0.76], [5.33, 0.25, -0.57], [4.19, -0.94, -0.17], [-0.38, -1.04, -0.76], [-2.15, -1.48, 1.14], [-2.47, 0.66, 2.04], [-3.93, 0.27, 1.12], [-1.97, 2.72, -1.14], [-1.83, 0.14, -1.73], [2.07, -1.81, 0.62], [4.38, -0.05, -0.62], [-0.70, -0.54, 0.07], [-0.15, -0.08, 2.22], [3.64, 2.07, -0.80], [-3.92, -1.72, -1.01], [-3.08, 2.87, 0.67], [-1.99, 1.78, -0.89], [-2.33, -0.55, -2.05]],
  "mulliken_charge": [0.14, -0.03, -0.28, 0.09, -0.12, 0.33, -0.55, 0.37, 0.28, 0.28, 0.37, 0.38, 0.18, 0.24, 0.25, 0.38, 0.48, 0.34, 0.43, 0.35, 0.42, -0.62, -0.38, -0.02, -0.65, -0.59, -0.55, -0.60, -0.43, -0.46]
}



Quick one: least stable of them? model one



Model one:
{
  "formula": "C2H10N5",
  "method": "the ωB97M-V functional and the def2-TZVPD basis",
  "homo_ev": -11.7,
  "total_charge": 1,
  "elements": ["C", "C", "N", "N", "N", "N", "N", "H", "H", "H", "H", "H", "H", "H", "H", "H", "H"],
  "positions_angstrom": [[0.82, 2.54, 1.95], [0.91, 0.27, 0.09], [-1.02, -1.44, -2.23], [-0.30, 0.47, -0.14], [-1.06, -3.63, -2.62], [1.69, 1.35, 1.77], [-1.03, -2.64, -1.76], [1.37, 3.46, 2.09], [0.24, 2.73, 1.02], [0.18, 2.52, 2.81], [1.62, -0.40, -0.23], [-1.36, -1.19, -3.07], [-1.08, -0.73, -1.44], [-0.63, 1.20, 0.58], [-1.09, -4.54, -2.02], [-1.33, -3.83, -3.66], [1.61, 0.69, 2.51]],
  "mulliken_charge": [-0.61, 0.10, -0.09, -0.54, -0.27, -0.51, 0.09, 0.25, 0.18, 0.29, 0.38, 0.26, 0.36, 0.19, 0.34, 0.33, 0.25]
}



Model two:
{
  "formula": "C2H10N5",
  "method": "the ωB97M-V functional and the def2-TZVPD basis",
  "homo_ev": -14.0,
  "total_charge": 1,
  "elements": ["C", "C", "N", "N", "N", "N", "N", "H", "H", "H", "H", "H", "H", "H", "H", "H", "H"],
  "positions_angstrom": [[2.31, 0.23, 0.18], [-1.80, 1.17, 0.62], [0.01, 1.08, -0.92], [1.68, 1.25, 0.02], [2.70, -0.81, 0.53], [-0.45, -2.15, -0.38], [-0.90, 0.50, -0.33], [-1.25, 1.06, 1.50], [-1.89, 2.20, 0.42], [-2.79, 0.67, 0.60], [-0.06, 2.04, -0.91], [1.89, 2.17, 0.08], [-0.63, -2.08, 0.59], [3.04, -1.56, 0.06], [0.32, -2.66, -0.71], [-1.28, -2.60, -0.70], [-0.90, -0.52, -0.66]],
  "mulliken_charge": [0.35, -0.78, -0.61, -0.27, -0.30, -0.81, 0.42, 0.36, 0.31, 0.29, 0.30, 0.20, 0.26, 0.29, 0.20, 0.26, 0.53]
}



Quick one: least stable of them? model one



Model one:
{
  "formula": "C2H8O",
  "method": "the ωB97M-V functional and the def2-TZVPD basis",
  "homo_ev": -10.5,
  "smiles": "CO.C",
  "elements": ["C", "H", "H", "H", "H", "C", "O", "H", "H", "H", "H"],
  "positions_angstrom": [[3.76, -5.30, -2.13], [3.96, -4.55, -1.38], [4.46, -5.15, -2.94], [2.75, -5.13, -2.52], [3.72, -6.33, -1.78], [-3.34, 4.61, 1.57], [-2.20, 4.29, 2.36], [-4.25, 4.21, 2.03], [-3.46, 5.69, 1.63], [-3.18, 4.31, 0.53], [-2.24, 3.36, 2.63]],
  "mulliken_charge": [-0.90, 0.22, 0.22, 0.23, 0.22, -0.47, -0.50, 0.25, 0.20, 0.22, 0.30]
}



Model two:
{
  "formula": "C2H8O",
  "method": "the ωB97M-V functional and the def2-TZVPD basis",
  "homo_ev": -10.4,
  "smiles": "CO.C",
  "elements": ["C", "H", "H", "H", "H", "C", "O", "H", "H", "H", "H"],
  "positions_angstrom": [[-0.50, 1.05, 1.71], [-1.16, 0.58, 0.89], [0.33, 0.45, 1.98], [-0.30, 2.18, 1.54], [-1.06, 1.30, 2.69], [0.36, -1.01, -1.13], [0.20, -0.52, -2.47], [-0.70, -0.79, -0.75], [1.09, -0.32, -0.58], [0.71, -2.09, -1.05], [1.02, -0.83, -2.81]],
  "mulliken_charge": [-0.87, 0.13, 0.24, 0.23, 0.29, -0.36, -0.48, 0.05, 0.22, 0.28, 0.29]
}



Quick one: least stable of them? model two



Model one:
{
  "formula": "C3H11N2",
  "method": "the ωB97M-V functional and the def2-TZVPD basis",
  "s2": 0.7541,
  "homo_ev": [-18.5, -18.5],
  "spin_multiplicity": 2,
  "total_charge": 2,
  "elements": ["C", "C", "C", "N", "N", "H", "H", "H", "H", "H", "H", "H", "H", "H", "H", "H"],
  "positions_angstrom": [[-2.16, 0.34, 0.62], [0.82, -0.85, 0.41], [2.16, -0.30, 0.47], [2.53, 0.48, -0.77], [-2.98, 0.30, -0.56], [-2.44, -0.50, 1.26], [-2.37, 1.27, 1.18], [0.70, -1.79, 0.96], [0.32, -0.92, -0.55], [2.91, -1.08, 0.69], [2.17, 0.45, 1.29], [2.86, -0.19, -1.48], [1.62, 0.62, -1.19], [-2.48, 0.67, -1.37], [-3.99, 0.42, -0.44], [-1.09, 0.27, 0.36]],
  "lowdin_spin": [0.12, 0.00, 0.00, 0.00, 0.77, 0.03, 0.05, 0.00, 0.00, 0.00, 0.00, 0.00, 0.00, 0.02, 0.01, 0.00]
}



Model two:
{
  "formula": "C3H11N2",
  "method": "the ωB97M-V functional and the def2-TZVPD basis",
  "s2": 0.7578,
  "homo_ev": [-21.7, -21.6],
  "spin_multiplicity": 2,
  "total_charge": 2,
  "elements": ["C", "N", "H", "H", "H", "H", "C", "N", "C", "H", "H", "H", "H", "H", "H", "H"],
  "positions_angstrom": [[0.57, 1.09, 2.32], [1.21, 0.17, 1.70], [-0.22, 0.56, 3.08], [0.61, 2.16, 1.98], [0.40, 0.09, 0.26], [1.31, -0.75, 2.22], [-1.48, 0.23, -0.71], [-0.02, 0.11, -0.73], [0.61, -1.09, -1.55], [-1.96, 1.17, -0.94], [-1.73, -0.07, 0.36], [-1.83, -0.61, -1.35], [0.24, 0.82, -1.35], [-0.06, -1.44, -2.41], [1.48, -0.68, -2.07], [0.86, -1.77, -0.80]],
  "lowdin_spin": [0.13, 0.70, 0.08, 0.03, 0.00, 0.04, 0.00, 0.01, 0.00, 0.00, 0.00, 0.00, 0.00, 0.00, 0.00, 0.00]
}



Model three:
{
  "formula": "C3H11N2",
  "method": "the ωB97M-V functional and the def2-TZVPD basis",
  "s2": 0.7519,
  "homo_ev": [-21.1, -21.0],
  "spin_multiplicity": 2,
  "total_charge": 2,
  "elements": ["C", "N", "H", "H", "H", "H", "H", "H", "C", "C", "N", "H", "H", "H", "H", "H"],
  "positions_angstrom": [[2.06, 0.96, -1.83], [0.62, 0.45, -1.79], [2.56, 0.46, -2.66], [2.54, 0.82, -0.87], [1.96, 1.97, -2.20], [0.17, 0.75, -0.89], [0.15, 0.75, -2.64], [0.61, -0.57, -1.81], [-1.78, -1.40, 2.14], [-0.82, -0.89, 1.24], [-0.46, 0.42, 0.90], [-2.26, -0.79, 2.90], [-2.27, -2.37, 2.10], [-0.52, -1.57, 0.46], [-1.31, 1.02, 0.97], [0.09, 0.87, 1.66]],
  "lowdin_spin": [0.00, 0.00, 0.00, 0.00, 0.00, 0.00, 0.00, 0.00, 0.45, 0.40, 0.07, 0.02, 0.02, 0.01, 0.01, 0.02]
}



Quick one: least stable of them? model one



Model one:
{
  "formula": "C6H11NS",
  "method": "the ωB97M-V functional and the def2-TZVPD basis",
  "homo_ev": -8.8,
  "smiles": "[H]/N=C1\\SC[C@H](C)[C@H]1C",
  "elements": ["C", "C", "C", "C", "C", "C", "N", "S", "H", "H", "H", "H", "H", "H", "H", "H", "H", "H", "H"],
  "positions_angstrom": [[1.50, 0.59, -0.24], [0.25, -1.43, 0.93], [-0.20, 0.81, -0.20], [-0.73, -0.60, 0.12], [-0.52, 1.83, 0.92], [-0.96, -1.43, -1.23], [2.22, 1.54, -0.68], [1.94, -1.00, 0.30], [0.32, -1.01, 1.95], [0.23, -2.58, 0.73], [-0.57, 1.10, -1.20], [-1.73, -0.61, 0.73], [-0.57, 1.52, 2.01], [-1.48, 2.36, 0.71], [0.28, 2.64, 0.65], [-1.61, -2.21, -1.01], [-0.01, -1.86, -1.67], [-1.47, -0.82, -1.85], [3.10, 1.16, -0.99]],
  "mulliken_charge": [0.27, -0.79, 0.08, 0.24, -1.25, -1.67, -0.67, -0.14, 0.35, 0.36, 0.41, 0.34, 0.25, 0.33, 0.37, 0.47, 0.26, 0.56, 0.25]
}



Model two:
{
  "formula": "C6H11NS",
  "method": "the ωB97M-V functional and the def2-TZVPD basis",
  "homo_ev": -8.7,
  "smiles": "S[C@]12CCC[C@H]1NC2",
  "elements": ["C", "C", "C", "C", "C", "C", "H", "H", "H", "H", "H", "H", "H", "H", "H", "H", "H", "N", "S"],
  "positions_angstrom": [[0.90, 0.03, 0.10], [0.02, -0.92, 0.93], [-1.03, -1.49, -0.06], [-1.43, -0.24, -0.85], [-0.14, 0.50, -0.98], [0.93, 1.50, 0.54], [3.07, -0.57, 0.47], [-0.52, -0.30, 1.73], [0.57, -1.74, 1.44], [-0.58, -2.26, -0.64], [-1.91, -1.89, 0.42], [-1.83, -0.50, -1.82], [-2.19, 0.32, -0.33], [0.31, 0.48, -1.95], [-0.94, 2.20, 0.01], [1.84, 2.06, 0.52], [0.64, 1.60, 1.58], [-0.08, 1.86, -0.45], [2.39, -0.64, -0.66]],
  "mulliken_charge": [0.97, -0.82, -0.72, -0.86, -0.45, -0.96, 0.14, 0.28, 0.37, 0.35, 0.37, 0.28, 0.32, 0.52, 0.30, 0.33, 0.29, -0.48, -0.23]
}



Quick one: least stable of them? model one



Model one:
{
  "formula": "C6H11NS",
  "method": "the ωB97M-V functional and the def2-TZVPD basis",
  "homo_ev": -8.7,
  "smiles": "C#C[C@@H](N)[C@@H](C)CS",
  "elements": ["C", "C", "C", "C", "C", "C", "H", "H", "H", "H", "H", "H", "H", "H", "H", "H", "H", "N", "S"],
  "positions_angstrom": [[0.55, -1.92, -0.41], [-0.09, -0.57, -0.42], [-1.21, -0.54, 0.64], [0.92, 0.61, -0.33], [0.28, 1.94, -0.41], [-0.33, 2.96, -0.31], [1.41, -1.93, -1.05], [0.91, -2.27, 0.62], [0.06, -2.82, -0.81], [-0.61, -0.51, -1.34], [-1.41, -1.59, 0.93], [-0.79, -0.07, 1.60], [-3.24, -0.63, -0.62], [1.64, 0.62, -1.10], [1.81, 1.75, 1.12], [2.19, 0.01, 1.14], [-0.84, 3.86, -0.39], [1.48, 0.73, 0.99], [-2.74, 0.39, 0.13]],
  "mulliken_charge": [-1.75, 0.55, -0.97, 0.37, -1.28, 0.22, 0.43, 0.35, 0.40, 0.30, 0.37, 0.37, 0.11, 0.44, 0.27, 0.21, 0.47, -0.67, -0.19]
}



Model two:
{
  "formula": "C6H11NS",
  "method": "the ωB97M-V functional and the def2-TZVPD basis",
  "homo_ev": [-7.7, -7.7],
  "elements": ["C", "C", "C", "C", "C", "C", "N", "S", "H", "H", "H", "H", "H", "H", "H", "H", "H", "H", "H"],
  "positions_angstrom": [[-0.32, 0.94, 1.29], [0.34, -0.26, 1.16], [1.07, -0.40, 0.00], [-0.05, -1.37, 2.11], [1.78, 0.69, -0.60], [-1.58, 0.10, -2.26], [-0.65, 0.49, -1.28], [-1.16, 1.51, -0.08], [-0.46, 1.44, 2.30], [1.47, -1.34, -0.10], [-0.62, -0.92, 2.91], [0.63, -2.03, 2.41], [-0.86, -1.91, 1.71], [1.33, 1.65, -0.34], [1.74, 0.84, -1.65], [2.82, 0.68, -0.22], [-1.48, -0.98, -2.36], [-2.57, 0.21, -1.85], [-1.43, 0.66, -3.18]],
  "mulliken_charge": [-0.54, 0.96, -0.53, -1.59, -1.04, -0.95, -0.18, 0.04, 0.32, 0.45, 0.40, 0.45, 0.35, 0.33, 0.35, 0.30, 0.32, 0.30, 0.26]
}



Model three:
{
  "formula": "C6H11NS",
  "method": "the ωB97M-V functional and the def2-TZVPD basis",
  "homo_ev": [-7.5, -6.8],
  "elements": ["C", "C", "C", "C", "C", "C", "N", "S", "H", "H", "H", "H", "H", "H", "H", "H", "H", "H", "H"],
  "positions_angstrom": [[-0.73, -1.47, 1.70], [-0.58, 2.54, -0.34], [-0.67, -0.21, 1.24], [-2.07, -0.63, -1.00], [2.42, 0.62, -1.22], [-1.25, 0.23, 0.00], [-1.32, 1.56, -0.16], [2.05, 1.59, 0.33], [-0.26, -1.82, 2.64], [-1.17, -2.24, 1.13], [-0.95, 3.57, -0.14], [0.59, 2.46, -0.43], [-0.12, 0.62, 1.76], [-1.31, -0.94, -1.81], [-2.94, -0.11, -1.44], [-2.50, -1.56, -0.51], [1.60, 0.01, -1.48], [3.27, -0.07, -1.14], [2.50, 1.45, -1.96]],
  "mulliken_charge": [-0.90, -0.15, 0.06, -1.07, -0.62, 0.72, -0.23, -0.43, 0.26, 0.21, 0.30, 0.03, 0.26, 0.24, 0.33, 0.32, 0.11, 0.31, 0.24]
}



Quick one: least stable of them? model two